<A>
{"formula": "C3H4F2O", "method": "wB97M-V/def2-TZVPD", "species": ["C", "C", "O", "C", "F", "F", "H", "H", "H", "H"], "xyz": [[-1.0076, -0.0592, 0.9073], [0.2479, -0.5687, 0.3018], [0.2780, -0.8144, -1.1572], [0.9163, 0.3717, -1.1683], [0.2890, 1.4873, -1.5193], [2.2211, 0.4567, -1.3771], [-0.8853, -0.0053, 1.9851], [-1.8432, -0.7197, 0.6738], [-1.2487, 0.9318, 0.5230], [1.0326, -1.0801, 0.8309]], "homo_ev": -8.760, "smiles": "C[C@H]1OC1(F)F", "orbital_gap_ev": 9.73}

=====

<B>
{"formula": "C3H4F2O", "method": "wB97M-V/def2-TZVPD", "species": ["O", "C", "C", "C", "F", "F", "H", "H", "H", "H"], "xyz": [[-1.7408, 0.3833, -0.5003], [-0.4830, -0.4368, -0.5125], [0.1815, -0.7883, 0.8019], [0.7839, 0.2820, -0.0385], [1.9913, 0.3300, -0.6735], [0.2083, 1.6436, 0.3734], [-1.4514, 1.4326, -0.4738], [-0.3501, -1.0066, -1.3577], [1.0013, -1.4721, 0.5608], [-0.1410, -0.3678, 1.8203]], "homo_ev": -10.529, "smiles": "O[C@@H]1CC1(F)F", "orbital_gap_ev": 11.32}

=====

Most stable of them? <A>.

=====

<A>
{"formula": "C3H4F2O", "method": "wB97M-V/def2-TZVPD", "species": ["O", "C", "C", "F", "C", "F", "H", "H", "H", "H"], "xyz": [[-0.4639, 1.1511, 1.7490], [-0.7588, -0.0541, 1.2529], [-0.4733, 0.0129, -0.2660], [-1.1143, -1.0295, -0.6236], [1.0192, -0.1987, -0.3065], [1.5949, 0.2878, -1.5404], [-1.1929, -1.1379, 1.6844], [-0.7373, 0.8896, -0.8619], [1.1447, -1.2029, -0.1112], [1.4481, 0.3578, 0.6907]], "homo_ev": -10.426, "smiles": "O=C[C@H](F)CF", "orbital_gap_ev": 10.03}

=====

<B>
{"formula": "C3H4F2O", "method": "wB97M-V/def2-TZVPD", "species": ["C", "C", "C", "H", "H", "H", "H", "O", "F", "F"], "xyz": [[-0.7317, 0.5696, 0.5137], [0.1412, 1.1276, -0.8086], [0.4664, -0.0548, -0.0127], [-1.8697, -1.1274, 1.8417], [-0.7452, 1.2972, 1.2908], [0.6187, 2.1244, -1.0041], [-0.3788, 0.7405, -1.6030], [-1.8022, -0.2253, 0.0338], [1.5499, 0.0671, 0.7204], [0.3987, -1.2990, -0.6037]], "homo_ev": -9.700, "orbital_gap_ev": 6.80}

=====

Most stable of them? <A>.

=====

<A>
{"formula": "C4H16N2O2", "method": "wB97M-V/def2-TZVPD", "species": ["C", "C", "C", "C", "N", "N", "H", "H", "H", "H", "H", "H", "H", "H", "H", "H", "H", "H", "H", "H", "O", "H", "H", "O"], "xyz": [[-0.7040, 0.8450, -0.7732], [0.5463, 0.0152, -1.3252], [1.6619, -0.5636, -0.5290], [2.8678, 0.0475, -0.4719], [3.8195, -0.2927, 0.4418], [-1.7800, -0.0970, -0.2231], [-0.4574, 1.6425, -0.0411], [-1.2900, 1.3019, -1.5782], [0.1752, -0.8722, -1.9180], [0.9709, 0.7808, -2.0119], [1.7123, -1.4814, 0.0713], [3.1447, 0.8879, -1.1336], [0.9366, 0.5440, 1.4749], [3.7328, -1.0359, 1.1001], [4.7903, 0.1569, 0.4526], [-1.8284, -0.8703, -0.8398], [-1.4087, -0.5397, 0.6846], [-2.7560, 0.2491, -0.1052], [-4.9167, 0.7882, -0.7494], [-4.4606, 1.6988, 0.4069], [-4.3712, 0.7976, 0.0638], [0.5128, -0.7971, 2.0749], [-0.7174, -1.6156, 2.8730], [-0.1806, -1.5899, 2.0560]], "homo_ev": -17.617, "charge": 2, "orbital_gap_ev": 6.31}

=====

<B>
{"formula": "C4H16N2O2", "method": "wB97M-V/def2-TZVPD", "species": ["C", "C", "C", "C", "N", "N", "H", "H", "H", "H", "H", "H", "H", "H", "H", "H", "H", "H", "H", "H", "O", "H", "H", "O"], "xyz": [[2.2013, 1.1962, -1.3451], [1.0500, 0.3722, -0.7807], [0.8753, 0.5683, 0.7375], [-0.4200, -0.5270, 2.4463], [-0.3196, -0.1668, 1.2355], [3.3266, 0.4378, -1.9521], [1.6931, 1.7692, -2.1368], [2.3638, 2.0721, -0.6875], [0.1293, 0.6883, -1.3256], [1.1288, -0.6947, -1.0208], [1.7259, 0.5247, 1.4194], [0.6549, 1.6361, 0.9105], [0.2630, -0.3499, 3.2751], [-1.3182, -1.0603, 2.7532], [-1.1711, -0.3555, 0.6631], [2.9149, -0.1870, -2.6500], [3.8358, -0.0729, -1.2290], [4.0242, 1.0965, -2.3240], [-3.5411, -1.0040, 1.9018], [-3.1567, -1.8192, 0.6505], [-2.7657, -1.2956, 1.3986], [-4.5286, -0.1550, -0.4019], [-4.8034, -1.6633, -0.9310], [-4.1625, -1.0105, -0.6068]], "homo_ev": -17.139, "charge": 2, "orbital_gap_ev": 9.97}

=====

Most stable of them? <B>.

=====

<A>
{"formula": "C4H9NOS", "method": "wB97M-V/def2-TZVPD", "species": ["C", "C", "C", "C", "N", "O", "S", "H", "H", "H", "H", "H", "H", "H", "H", "H"], "xyz": [[-2.3306, 0.1017, 0.6277], [-1.8289, -0.6757, -0.4760], [2.1609, -0.1191, 0.8232], [1.6781, 0.2477, -0.5267], [-0.8885, -0.1230, 0.4370], [-0.3894, 1.4641, -1.5626], [0.0200, 1.2361, -0.1751], [-2.8672, 1.1085, 0.4133], [-2.8620, -0.5286, 1.2950], [-1.8846, -1.8363, -0.4241], [-1.6161, -0.3601, -1.5280], [3.0246, 0.4164, 1.1743], [1.4597, -0.0588, 1.5330], [2.6201, -1.1869, 0.7992], [1.3451, -0.6068, -1.2405], [2.3589, 0.9208, -1.1698]], "homo_ev": -8.974, "orbital_gap_ev": 9.94}

=====

<B>
{"formula": "C4H9NOS", "method": "wB97M-V/def2-TZVPD", "species": ["C", "N", "S", "C", "C", "C", "O", "H", "H", "H", "H", "H", "H", "H", "H", "H"], "xyz": [[3.1321, -0.0829, 0.0240], [1.8952, 0.1814, -0.1130], [0.7723, -1.1047, 0.0594], [-0.7739, -0.2569, -0.3711], [-1.8957, -1.2480, -0.0337], [-0.9644, 1.0768, 0.3583], [-0.1945, 2.1183, -0.1803], [3.5084, -1.0682, 0.1879], [3.8646, 0.7444, -0.1000], [-0.7628, -0.0480, -1.4463], [-1.9452, -1.4177, 1.0715], [-2.8540, -0.8574, -0.4081], [-1.7349, -2.1901, -0.5491], [-0.7667, 0.9219, 1.4046], [-1.9972, 1.3979, 0.2751], [0.7168, 1.8334, -0.1791]], "homo_ev": -8.860, "smiles": "C=NS[C@@H](C)CO", "orbital_gap_ev": 9.70}

=====

<C>
{"formula": "C4H9NOS", "method": "wB97M-V/def2-TZVPD", "species": ["C", "N", "C", "O", "C", "C", "S", "H", "H", "H", "H", "H", "H", "H", "H", "H"], "xyz": [[0.7491, -2.0506, 1.1106], [1.3714, -1.3883, -0.0742], [0.8991, -0.1531, -0.5360], [1.7262, 0.6694, -1.0019], [-0.4550, 0.2788, -0.2213], [-1.1494, 1.4425, -1.1023], [-2.3995, 2.4347, 0.0192], [1.0264, -3.0914, 1.1388], [-0.3038, -1.8149, 1.1153], [1.0678, -1.4128, 1.9810], [2.4049, -1.2420, 0.0364], [-0.8456, -0.7134, -0.5531], [-0.6950, 0.6063, 0.9523], [-1.5471, 1.0324, -2.0575], [-0.3638, 2.0840, -1.3967], [-1.4859, 3.3185, 0.5894]], "homo_ev": -9.358, "smiles": "CNC(=O)CCS", "orbital_gap_ev": 10.12}

=====

<D>
{"formula": "C4H9NOS", "method": "wB97M-V/def2-TZVPD", "species": ["N", "C", "O", "C", "C", "C", "S", "H", "H", "H", "H", "H", "H", "H", "H", "H"], "xyz": [[-1.0127, -0.3323, -1.9442], [-0.0012, -1.0912, -1.3574], [0.8439, -1.6080, -2.0441], [-0.0828, -1.1673, 0.1497], [-0.2133, 0.1822, 0.8842], [1.1260, 0.8854, 1.0031], [0.9479, 2.6707, 1.3591], [-1.1718, -0.6180, -2.8994], [-1.8706, -0.1997, -1.4413], [-0.8624, -1.8574, 0.4799], [0.8153, -1.6810, 0.4898], [-0.8238, 0.8368, 0.2488], [-0.7227, 0.0130, 1.8224], [1.6939, 0.5196, 1.8574], [1.7228, 0.7888, 0.1032], [-0.3884, 2.6585, 1.2889]], "homo_ev": -9.124, "smiles": "NC(=O)CCCS", "orbital_gap_ev": 9.85}

=====

Most stable of them? <D>.

=====

<A>
{"formula": "C4H9NOS", "method": "wB97M-V/def2-TZVPD", "species": ["C", "N", "C", "O", "C", "C", "S", "H", "H", "H", "H", "H", "H", "H", "H", "H"], "xyz": [[2.3658, -0.9122, 1.4841], [2.2426, -0.8107, 0.0355], [1.1012, -0.3330, -0.5959], [1.2557, 0.2120, -1.6717], [-0.1829, -0.3206, 0.2302], [-1.0462, 0.8974, -0.2098], [-2.7714, 0.6849, 0.2210], [1.8301, -1.7671, 1.9326], [3.4059, -1.1554, 1.7774], [2.1682, 0.0312, 1.9780], [2.9234, -1.2047, -0.5898], [0.0231, -0.2451, 1.3063], [-0.7770, -1.2140, 0.0616], [-0.5427, 1.7647, 0.1924], [-1.0164, 0.9800, -1.3143], [-3.1039, -0.1794, -0.7309]], "homo_ev": -9.013, "smiles": "CNC(=O)CCS", "orbital_gap_ev": 9.81}

=====

<B>
{"formula": "C4H9NOS", "method": "wB97M-V/def2-TZVPD", "species": ["C", "N", "C", "C", "O", "C", "S", "H", "H", "H", "H", "H", "H", "H", "H", "H"], "xyz": [[-1.5820, -2.0691, -1.4737], [-1.2813, -1.2541, -0.3060], [-0.5123, -0.0648, -0.3696], [0.9790, -0.3527, -0.8608], [1.7283, -1.0864, -0.2876], [-0.3151, 0.5760, 1.0024], [0.5050, 2.1435, 1.0762], [-1.9896, -3.0103, -1.1098], [-2.3468, -1.5850, -2.0694], [-0.7066, -2.2776, -2.0899], [-1.1205, -1.7756, 0.5316], [-0.8709, 0.6547, -1.1330], [1.2614, 0.3224, -1.6868], [-1.2035, 0.5126, 1.6266], [0.2457, -0.2036, 1.5495], [1.7800, 1.8989, 1.3861]], "homo_ev": -8.558, "smiles": "CN[C@H](C=O)CS", "orbital_gap_ev": 9.40}

=====

Most stable of them? <A>.

=====

<A>
{"formula": "C4H9NOS", "method": "wB97M-V/def2-TZVPD", "species": ["C", "C", "C", "C", "H", "H", "H", "H", "H", "H", "H", "H", "H", "N", "O", "S"], "xyz": [[-0.8595, -0.6627, 0.2152], [-1.7153, -0.0046, -0.8782], [0.0243, 0.5716, 0.5916], [1.5405, 0.5151, 0.6173], [0.3980, -1.4536, -1.1320], [-0.6245, -2.5730, -0.3797], [-1.4478, -1.0096, 1.0682], [-1.8462, -0.5480, -1.8529], [-2.6108, 0.4230, -0.5164], [-0.3910, 1.1520, 1.4551], [1.8131, 0.0478, -0.3704], [1.9532, -0.2075, 1.3509], [2.1407, 2.3509, 0.1625], [-0.0168, -1.7551, -0.2013], [2.1093, 1.7902, 0.9346], [-0.4672, 1.3635, -1.0645]], "homo_ev": -8.774, "orbital_gap_ev": 9.58}

=====

<B>
{"formula": "C4H9NOS", "method": "wB97M-V/def2-TZVPD", "species": ["C", "S", "O", "C", "C", "C", "N", "H", "H", "H", "H", "H", "H", "H", "H", "H"], "xyz": [[2.0900, -1.7731, -0.2937], [1.0426, 0.1822, -0.1185], [1.8293, 1.3012, 0.3257], [-0.3666, 1.0108, -1.0764], [-1.3503, 0.9988, 0.1386], [-1.2325, -0.3397, 0.8106], [0.1513, -0.2233, 1.2783], [2.9957, -1.4347, -0.8095], [1.4272, -2.4194, -0.8620], [-0.4973, 0.3907, -1.9119], [0.2032, 1.8815, -1.3382], [-2.4295, 1.2170, -0.2564], [-1.0446, 1.8632, 0.7217], [-2.0245, -0.2909, 1.5528], [-1.4408, -1.2899, 0.2521], [0.6468, -1.0745, 1.5870]], "homo_ev": -8.056, "smiles": "C=[S@@]1(=O)CCCN1", "orbital_gap_ev": 8.48}

=====

Most stable of them? <A>.